# 1
{
  "formula": "C30H45BrCaN2P2",
  "method": "wB97M-V/def2-TZVPD",
  "e_homo_ev": -11.25,
  "de_lowest_kcal_mol": 0.0,
  "charge": 2,
  "gap_ev": 4.47,
  "symbols": ["N", "C", "C", "C", "C", "C", "C", "Ca", "P", "C", "C", "C", "C", "C", "C", "C", "Br", "H", "H", "H", "H", "H", "H", "H", "H", "H", "H", "P", "C", "C", "H", "H", "H", "H", "H", "C", "C", "H", "H", "H", "H", "H", "C", "C", "H", "H", "H", "H", "H", "C", "C", "H", "H", "H", "H", "H", "C", "C", "H", "H", "H", "H", "H", "C", "C", "H", "H", "H", "H", "H", "C", "C", "C", "N", "C", "C", "H", "H", "H", "H", "H"],
  "xyz": [[5.913, -7.705, 0.110], [6.427, -6.768, 0.901], [5.779, -5.549, 1.143], [4.517, -5.313, 0.583], [3.943, -6.353, -0.205], [4.700, -7.519, -0.418], [3.830, -4.034, 0.755], [1.392, 0.271, 1.921], [-5.198, 2.123, 2.421], [2.507, -3.840, 0.496], [1.859, -2.567, 0.309], [0.451, -2.558, 0.308], [-0.224, -1.415, -0.032], [0.449, -0.388, -0.745], [1.852, -0.302, -0.566], [2.557, -1.344, 0.051], [-1.011, 1.255, 1.543], [4.456, -3.195, 1.086], [1.846, -4.708, 0.349], [6.274, -4.748, 1.685], [3.004, -6.238, -0.726], [7.398, -6.952, 1.356], [4.308, -8.321, -1.046], [-0.077, -3.500, 0.543], [3.648, -1.299, 0.092], [-1.293, -1.317, 0.145], [2.382, 0.498, -1.065], [-0.242, 0.378, -2.188], [-3.732, 1.745, 3.480], [-4.182, 1.339, 4.879], [-3.051, 2.608, 3.486], [-3.181, 0.931, 2.988], [-3.321, 1.297, 5.553], [-4.904, 2.061, 5.275], [-4.644, 0.349, 4.838], [-5.344, 0.564, 1.446], [-6.687, 0.452, 0.726], [-5.218, -0.254, 2.168], [-4.490, 0.536, 0.756], [-6.804, -0.546, 0.295], [-7.516, 0.615, 1.423], [-6.763, 1.192, -0.076], [-4.557, 3.317, 1.163], [-4.666, 4.758, 1.651], [-5.110, 3.143, 0.227], [-3.516, 2.997, 1.015], [-4.175, 5.429, 0.946], [-5.709, 5.077, 1.749], [-4.174, 4.851, 2.622], [-0.329, 2.138, -2.676], [-0.234, 2.321, -4.204], [0.431, 2.709, -2.126], [-1.304, 2.501, -2.318], [0.806, 2.331, -4.540], [-0.728, 1.505, -4.744], [-0.718, 3.239, -4.547], [-1.978, -0.087, -2.053], [-2.264, -1.469, -2.627], [-2.539, 0.696, -2.572], [-2.243, 0.010, -0.988], [-1.850, -1.549, -3.645], [-1.834, -2.272, -2.017], [-3.344, -1.628, -2.685], [0.700, -0.400, -3.542], [2.119, 0.180, -3.739], [0.133, -0.312, -4.478], [0.726, -1.470, -3.311], [2.907, -0.586, -3.656], [2.197, 0.647, -4.734], [2.362, 0.959, -3.002], [4.219, 4.436, 0.991], [4.469, 3.359, 1.832], [3.487, 2.386, 2.021], [2.266, 2.467, 1.424], [2.031, 3.507, 0.567], [2.976, 4.514, 0.351], [4.964, 5.217, 0.849], [5.399, 3.235, 2.385], [3.690, 1.519, 2.669], [1.074, 3.519, 0.038], [2.708, 5.323, -0.338]],
  "forces_ev_per_angstrom": [[-0.081, -0.161, 0.239], [-0.430, 0.560, -0.088], [-0.188, 0.132, -0.379], [-0.258, -1.190, -0.339], [1.177, -0.009, 0.322], [-0.288, 0.797, 0.284], [-0.675, 0.175, -0.251], [-0.667, 0.547, 0.228], [-1.043, 0.319, 0.424], [1.008, -0.699, 0.254], [0.686, 0.560, 0.274], [0.113, -0.148, 0.409], [-0.851, 0.278, -1.048], [2.250, 0.260, 1.225], [-0.665, -0.838, -0.909], [-0.269, -0.603, -0.222], [0.032, 0.193, 0.006], [-0.199, -0.227, -0.260], [0.462, 0.401, 0.007], [-0.029, -0.264, 0.138], [-0.058, 0.027, 0.105], [-0.128, -0.103, -0.215], [0.152, 0.216, 0.145], [0.193, 0.804, 0.191], [-0.357, -0.082, -0.022], [0.180, -0.345, -0.344], [0.238, 0.055, 0.264], [-1.227, 0.375, -0.907], [0.141, -0.088, -0.527], [0.232, 0.091, -0.027], [-0.229, -0.068, 0.115], [-0.093, 0.175, 0.321], [-0.153, -0.095, 0.045], [0.108, -0.213, 0.005], [-0.066, 0.155, 0.180], [0.216, 0.152, 0.181], [0.122, -0.145, 0.006], [-0.040, 0.088, -0.150], [-0.041, -0.239, -0.123], [-0.053, 0.143, -0.075], [0.160, 0.008, -0.122], [-0.078, -0.087, 0.072], [0.208, -0.690, 0.047], [0.115, -0.139, -0.229], [0.127, 0.121, 0.231], [-0.007, 0.371, -0.313], [0.011, 0.110, 0.085], [0.173, -0.140, 0.067], [-0.081, 0.166, -0.019], [0.183, 0.678, 0.810], [0.161, -0.321, -0.215], [-0.102, 0.029, -0.305], [0.349, -0.165, 0.104], [-0.231, 0.107, 0.082], [-0.079, 0.237, 0.111], [0.112, -0.025, 0.357], [-0.142, -0.035, -0.331], [-0.142, -0.238, -0.250], [-0.030, -0.234, -0.058], [0.048, 0.068, -0.281], [-0.267, -0.093, 0.311], [-0.094, 0.169, -0.171], [0.170, -0.053, -0.004], [-0.208, -0.636, -0.078], [0.347, 0.188, -0.032], [0.017, -0.041, 0.391], [0.070, 0.086, -0.042], [-0.456, 0.235, -0.060], [0.053, -0.266, 0.435], [-0.025, -0.081, -0.322], [-0.481, 0.072, -0.020], [0.025, -0.597, 0.484], [-0.657, 1.042, -0.863], [0.943, 0.009, -0.495], [0.684, -0.441, 0.740], [-0.304, -0.423, -0.073], [-0.124, -0.200, 0.015], [-0.092, 0.235, -0.298], [-0.073, 0.346, -0.099], [0.192, -0.085, 0.481], [0.304, -0.272, 0.370]]
}

# 2
{
  "formula": "C30H45ClF4N2O13P3",
  "method": "wB97M-V/def2-TZVPD",
  "e_homo_ev": -11.30,
  "charge": 1,
  "gap_ev": 7.22,
  "symbols": ["C", "C", "C", "C", "P", "O", "O", "O", "N", "P", "O", "Cl", "C", "P", "C", "C", "C", "C", "N", "C", "C", "C", "O", "C", "F", "F", "C", "F", "F", "H", "H", "H", "H", "H", "H", "H", "H", "H", "H", "H", "H", "H", "H", "H", "H", "H", "H", "H", "H", "H", "O", "C", "O", "C", "C", "C", "H", "H", "H", "H", "H", "H", "O", "C", "O", "C", "C", "C", "H", "H", "H", "H", "H", "H", "O", "C", "O", "C", "C", "C", "H", "H", "H", "H", "H", "H", "O", "C", "O", "C", "C", "C", "H", "H", "H", "H", "H", "H"],
  "xyz": [[1.919, 1.457, -0.721], [1.256, 0.456, -0.657], [0.553, -0.841, -0.473], [-0.288, -0.502, 0.765], [0.382, -0.732, 2.470], [0.247, -2.123, 2.831], [-0.168, 0.260, 3.557], [1.942, -0.419, 2.302], [-1.416, -0.086, 0.300], [-2.627, 0.338, 1.579], [-3.838, -0.747, 1.469], [-3.514, 2.146, 1.084], [-1.518, -0.089, -1.210], [-3.360, -0.035, -1.591], [-3.466, 0.972, -3.162], [-4.090, -1.646, -2.090], [-5.628, -1.340, -2.290], [-0.511, -1.200, -1.628], [0.256, -0.879, -2.819], [1.244, -1.843, -3.276], [-0.316, -0.016, -3.815], [0.112, 1.462, -3.811], [-1.041, -0.357, -4.698], [-0.871, -2.679, -1.332], [0.201, -3.365, -0.913], [-1.747, -2.775, -0.297], [-1.483, -3.522, -2.501], [-0.780, -4.654, -2.673], [-1.535, -2.894, -3.681], [2.322, 2.362, -1.116], [1.409, -1.505, -0.337], [0.057, 1.186, 3.327], [2.166, 0.441, 2.696], [-3.573, -1.552, 1.942], [-1.206, 0.941, -1.434], [-2.621, 1.661, -3.213], [-4.423, 1.498, -3.151], [-3.479, 0.293, -4.021], [-4.042, -2.424, -1.328], [-3.724, -1.969, -3.072], [-5.824, -0.969, -3.298], [-5.851, -0.511, -1.614], [-6.238, -2.192, -2.006], [2.000, -1.303, -3.863], [1.804, -2.301, -2.456], [0.877, -2.652, -3.921], [-0.598, 2.047, -4.398], [1.107, 1.582, -4.259], [0.165, 1.894, -2.807], [-2.494, -3.839, -2.226], [0.795, 2.617, 2.511], [0.420, 3.744, 2.283], [0.146, 4.179, 1.048], [-0.169, 5.590, 1.084], [-0.603, 5.858, 2.513], [0.238, 4.853, 3.292], [0.725, 6.150, 0.807], [-0.955, 5.804, 0.364], [-0.457, 6.891, 2.821], [-1.662, 5.619, 2.631], [1.219, 5.253, 3.556], [-0.274, 4.491, 4.180], [-9.472, -1.003, -1.862], [-9.060, -0.963, -0.744], [-7.737, -0.830, -0.444], [-7.551, -0.925, 0.980], [-8.901, -0.575, 1.585], [-9.871, -1.092, 0.529], [-7.239, -1.945, 1.222], [-6.767, -0.235, 1.288], [-9.053, -1.005, 2.574], [-8.997, 0.509, 1.672], [-10.121, -2.143, 0.682], [-10.775, -0.492, 0.475], [5.462, 1.479, 5.023], [5.482, 0.445, 4.423], [5.265, 0.359, 3.085], [5.244, -1.025, 2.682], [6.008, -1.769, 3.763], [5.695, -0.938, 5.004], [4.204, -1.348, 2.613], [5.711, -1.128, 1.705], [5.723, -2.816, 3.848], [7.079, -1.729, 3.554], [4.772, -1.262, 5.489], [6.517, -0.938, 5.714], [7.290, -2.731, -0.266], [7.716, -1.690, -0.671], [7.026, -0.523, -0.578], [7.750, 0.525, -1.247], [9.193, 0.052, -1.285], [9.033, -1.461, -1.382], [7.328, 0.655, -2.246], [7.635, 1.454, -0.693], [9.768, 0.489, -2.100], [9.692, 0.308, -0.348], [8.938, -1.798, -2.416], [9.840, -1.991, -0.884]],
  "forces_ev_per_angstrom": [[-0.672, -0.138, -0.762], [-0.129, -0.211, -0.217], [1.045, 0.742, 1.183], [0.491, -0.169, -1.365], [1.708, -0.339, 1.492], [-1.113, -1.008, -0.470], [0.104, 0.198, -0.879], [-0.977, 0.827, -0.222], [-0.774, -0.028, 0.101], [-0.566, 0.356, 1.595], [0.530, 0.527, -0.737], [0.348, -0.888, -0.218], [-1.310, -0.907, -0.028], [-0.665, 0.428, 0.001], [-0.076, -0.999, 0.294], [-0.930, 0.073, -0.970], [1.361, 0.861, 0.379], [2.817, 2.212, 1.508], [-0.926, -0.612, 0.034], [0.812, -0.092, -0.739], [0.278, 1.531, -0.678], [-0.048, -0.062, 0.562], [-0.305, -0.947, -0.048], [-0.559, -0.735, -1.199], [0.687, 0.230, 0.082], [-0.417, 0.483, 0.223], [-0.960, -0.793, 0.144], [0.457, -0.093, -0.009], [0.106, 0.480, -0.066], [0.319, 0.077, 0.515], [-0.639, -0.574, 0.265], [-0.032, 0.386, 0.220], [0.362, 0.021, -0.296], [-0.085, 0.031, 0.101], [0.424, -0.453, -0.486], [-0.245, 0.050, -0.115], [0.236, 0.130, 0.120], [0.277, 0.275, -0.001], [0.475, 0.198, -0.044], [0.316, -0.279, 0.411], [-0.129, -0.363, 0.050], [-0.421, -0.230, -0.085], [-0.034, 0.075, -0.290], [-0.196, -0.044, 0.081], [-0.292, 0.206, 0.085], [-0.244, 0.176, 0.192], [0.105, -0.238, -0.090], [-0.117, -0.214, 0.088], [0.114, -0.199, -0.095], [0.035, 0.291, 0.077], [-0.248, -0.471, -0.258], [0.224, 0.350, 0.257], [0.066, -0.295, 0.140], [-0.154, 0.481, -0.054], [-0.055, 0.071, 0.159], [-0.452, 0.157, -0.188], [0.036, -0.092, 0.011], [0.074, -0.233, -0.109], [0.055, -0.012, -0.067], [0.016, 0.024, -0.027], [0.027, -0.127, 0.074], [0.276, -0.115, 0.093], [0.317, 0.116, -0.123], [-0.469, -0.286, -0.098], [-0.377, 0.099, 0.325], [0.047, 0.056, 0.201], [-0.165, -0.035, 0.159], [0.339, 0.380, 0.347], [-0.028, -0.004, -0.019], [0.083, -0.028, -0.199], [0.067, -0.027, -0.024], [0.035, -0.020, 0.008], [-0.088, 0.017, -0.085], [-0.110, -0.213, -0.181], [-0.031, 0.171, -0.269], [-0.132, -0.049, 0.470], [-0.042, 0.068, 0.063], [0.079, -0.371, -0.275], [0.044, -0.108, 0.184], [0.335, -0.225, -0.481], [0.017, 0.000, 0.045], [-0.059, 0.218, -0.026], [-0.051, 0.032, -0.067], [-0.028, -0.014, -0.026], [0.031, 0.070, 0.094], [-0.193, 0.139, 0.199], [-0.248, 0.167, 0.221], [0.129, -0.438, -0.276], [0.030, -0.013, 0.052], [0.115, 0.243, -0.056], [0.204, -0.023, -0.094], [0.115, 0.544, 0.233], [0.001, -0.045, 0.007], [-0.184, -0.095, 0.078], [-0.073, 0.024, -0.010], [-0.025, 0.029, -0.021], [0.012, -0.115, 0.044], [-0.110, -0.252, -0.126]]
}